Computed, not measured: C5H11NOS in the gas phase at a distorted geometry, with the ωB97M-V functional and the def2-TZVPD basis.

XYZ file:
```
19
Properties=species:S:1:pos:R:3:nbo_charge:R:1
S -2.04347 -0.15653 0.24696 0.182
O 1.34620 1.68479 1.05924 -0.736
N 2.58328 0.16979 -0.69859 -0.857
C 0.29451 1.09133 0.33563 0.091
C -1.86901 -1.02521 -1.45458 -0.752
C -0.36127 -0.16163 0.94343 -0.379
C 0.72824 -1.08834 0.45891 -0.459
C 1.10778 -0.05030 -0.65193 -0.083
H -0.64418 -0.29922 2.04104 0.240
H 0.62246 -2.18014 0.20207 0.227
H -0.45176 1.79562 -0.09618 0.193
H 2.75769 0.44060 -1.75097 0.386
H 1.41112 -1.15336 1.36117 0.231
H -2.71075 -1.56690 -1.89956 0.235
H -1.47114 -0.34904 -2.28026 0.203
H 2.09795 1.02948 0.67566 0.483
H -1.20184 -1.82512 -1.55053 0.212
H 0.86999 -0.14301 -1.67841 0.204
H 3.16193 -0.50645 -0.34802 0.378
```

Output
- maximum force (eV/A) = 5.878
- orbital gap (eV) = 9.1
- SMILES = CS[C@H]1C[C@H](N)[C@@H]1O
- multiplicity = 1

Computed, not measured: an isolated ion of composition C3H7BrNO and charge +1 at a distorted geometry, with the ωB97M-V functional and the def2-TZVPD basis.

XYZ file:
```
13
Properties=species:S:1:pos:R:3:nbo_charge:R:1
Br 1.07580 -2.31146 -0.08497 0.022
O 1.28928 0.50985 0.53629 -0.448
N -0.69407 0.27738 -0.71477 -0.527
C -0.91947 -0.34963 0.54931 -0.322
C 0.58712 -0.63011 0.82870 0.007
C 0.75205 0.88244 -0.72689 0.091
H -1.20885 0.50542 1.36907 0.248
H -0.77851 -0.36801 -1.46010 0.455
H 0.67564 1.91378 -0.82291 0.213
H 1.38702 0.57298 -1.48862 0.227
H -1.55797 -1.20422 0.88775 0.310
H -1.29214 1.09372 -0.86789 0.455
H 0.68410 -0.89212 1.99504 0.270
```

Output
- maximum force (eV/A) = 5.913
- orbital gap (eV) = 10.9
- SMILES = Br[C@@H]1C[NH2+]CO1
- multiplicity = 1
- charge = +1

Which value of multiplicity does entry 2 give?
1

What is the formula in the first record?
C5H11NOS